{
  "formula": "C39H31BrFN10O4Pd",
  "method": "ωB97M-V/def2-TZVPD",
  "charge": -1,
  "lumo_ev": [1.711, 1.711],
  "homo_ha": [-0.0737, -0.0735],
  "molar_mass_g_mol": 909.1,
  "spin_multiplicity": 1,
  "gap_ev": [3.7, 3.7],
  "elements": ["Pd", "C", "N", "C", "N", "C", "N", "C", "C", "C", "C", "C", "C", "C", "N", "N", "C", "O", "C", "C", "C", "C", "C", "C", "N", "C", "N", "C", "N", "C", "H", "H", "H", "H", "H", "H", "H", "H", "H", "H", "H", "H", "H", "H", "H", "H", "C", "C", "C", "C", "C", "C", "C", "F", "C", "C", "C", "O", "C", "C", "N", "C", "C", "O", "O", "H", "H", "H", "H", "H", "H", "H", "H", "H", "H", "H", "Br", "C", "C", "C", "C", "N", "C", "H", "H", "H", "H"],
  "coordinates": [[0.53, -0.79, -0.02], [-3.49, -4.84, 0.03], [-2.24, -4.13, -0.02], [-1.89, -2.96, 0.55], [-0.64, -2.68, 0.27], [-0.25, -3.74, -0.49], [-1.18, -4.63, -0.69], [-4.33, -4.71, -1.22], [-4.72, -5.85, -1.91], [-5.53, -5.76, -3.04], [-5.96, -4.52, -3.48], [-5.56, -3.37, -2.79], [-4.74, -3.47, -1.67], [-6.05, -2.07, -3.26], [-6.84, -1.82, -4.24], [-7.02, -0.43, -4.25], [-6.31, 0.03, -3.28], [-5.66, -0.95, -2.59], [-6.13, 1.42, -2.85], [-6.69, 2.45, -3.60], [-6.49, 3.76, -3.20], [-5.72, 4.03, -2.07], [-5.17, 3.01, -1.32], [-4.32, 3.29, -0.11], [-3.04, 2.64, -0.18], [-2.71, 1.39, 0.18], [-1.53, 1.07, -0.29], [-1.15, 2.19, -0.96], [-2.04, 3.16, -0.94], [-5.38, 1.70, -1.72], [-4.05, -4.45, 0.89], [-3.27, -5.89, 0.23], [-2.56, -2.38, 1.15], [0.76, -3.80, -0.88], [-4.39, -6.82, -1.57], [-5.83, -6.65, -3.57], [-6.60, -4.43, -4.35], [-4.42, -2.57, -1.16], [-7.27, 2.21, -4.48], [-6.91, 4.56, -3.78], [-5.54, 5.06, -1.79], [-4.81, 2.94, 0.80], [-4.15, 4.37, 0.00], [-3.35, 0.78, 0.79], [-0.20, 2.25, -1.47], [-4.93, 0.89, -1.16], [6.77, 3.66, 0.40], [6.55, 2.52, 1.38], [7.14, 2.86, 2.74], [6.94, 1.72, 3.71], [5.48, 1.39, 3.81], [4.95, 0.84, 4.96], [3.60, 0.52, 5.01], [3.12, -0.03, 6.16], [2.76, 0.72, 3.95], [3.29, 1.28, 2.77], [2.37, 1.40, 1.61], [1.18, 1.12, 1.74], [3.00, 1.86, 0.40], [4.29, 2.26, 0.46], [5.13, 2.18, 1.53], [4.64, 1.63, 2.71], [2.35, 1.92, -0.98], [2.66, 2.89, -1.69], [1.61, 0.95, -1.29], [7.81, 3.99, 0.47], [6.12, 4.50, 0.64], [6.58, 3.38, -0.64], [7.07, 1.62, 0.99], [6.66, 3.77, 3.11], [8.20, 3.09, 2.60], [7.33, 1.97, 4.70], [7.50, 0.85, 3.36], [5.57, 0.65, 5.82], [1.72, 0.45, 3.96], [4.71, 2.66, -0.45], [5.77, -0.35, -1.56], [4.54, -1.15, -0.35], [4.87, -1.25, 0.99], [3.93, -1.87, 1.82], [2.76, -2.36, 1.27], [2.45, -2.25, -0.04], [3.34, -1.64, -0.83], [5.80, -0.86, 1.37], [4.12, -1.98, 2.88], [2.02, -2.85, 1.89], [3.08, -1.55, -1.88]]
}

{
  "formula": "C8H5N5O",
  "method": "ωB97M-V/def2-TZVPD",
  "relative_energy_kcal_mol": 106.8,
  "lumo_ev": -1.252,
  "homo_ha": -0.3207,
  "molar_mass_g_mol": 187.2,
  "spin_multiplicity": 1,
  "smiles": "C#Cn1c(N)nnc1C(=C=C=N)C=O",
  "gap_ev": 7.5,
  "elements": ["C", "C", "N", "C", "N", "N", "N", "C", "C", "C", "C", "N", "C", "O", "H", "H", "H", "H", "H"],
  "coordinates": [[-1.54, -2.25, 0.71], [-1.36, -1.11, 0.36], [-1.22, 0.17, 0.02], [-2.15, 1.19, 0.00], [-3.46, 1.00, 0.25], [-1.55, 2.32, -0.26], [-0.23, 2.10, -0.38], [-0.01, 0.83, -0.22], [1.22, 0.08, -0.28], [2.39, 0.56, 0.14], [3.64, 0.46, 0.34], [4.77, 0.77, 0.71], [1.17, -1.27, -0.88], [1.96, -2.16, -0.67], [-1.63, -3.25, 0.98], [-4.06, 1.78, 0.03], [-3.84, 0.08, 0.12], [5.54, 0.11, 0.63], [0.35, -1.40, -1.61]]
}

{
  "formula": "C4H11NO2",
  "method": "ωB97M-V/def2-TZVPD",
  "relative_energy_kcal_mol": 33.7,
  "charge": -1,
  "lumo_ev": [3.887, 3.845],
  "homo_ha": [0.0173, -0.1094],
  "molar_mass_g_mol": 105.1,
  "spin_multiplicity": 2,
  "gap_ev": [3.4, 6.8],
  "elements": ["C", "C", "C", "C", "O", "N", "H", "H", "H", "H", "H", "H", "H", "H", "H", "H", "H", "O"],
  "coordinates": [[-0.02, 1.02, 2.01], [-0.48, -0.04, 0.97], [0.71, -0.58, 0.15], [0.43, -1.90, -0.55], [1.37, -2.58, -1.15], [-1.54, 0.41, 0.14], [0.68, 1.72, 1.59], [0.57, 0.49, 2.79], [-0.86, 1.57, 2.45], [-0.91, -0.81, 1.61], [1.57, -0.69, 0.82], [0.91, 0.15, -0.64], [-0.67, -2.09, -0.72], [-2.43, 0.57, 0.68], [-1.26, 1.24, -0.38], [1.23, 0.02, -3.07], [-0.07, 0.66, -3.58], [0.76, 0.85, -3.13]]
}

{
  "formula": "C5H11N2O",
  "method": "ωB97M-V/def2-TZVPD",
  "relative_energy_kcal_mol": 154.2,
  "charge": -1,
  "lumo_ev": 1.125,
  "homo_ha": -0.1074,
  "molar_mass_g_mol": 115.2,
  "spin_multiplicity": 1,
  "gap_ev": 4.0,
  "elements": ["C", "O", "C", "C", "C", "N", "C", "N", "H", "H", "H", "H", "H", "H", "H", "H", "H", "H", "H"],
  "coordinates": [[-0.19, 2.60, -0.27], [0.63, 3.09, -1.25], [0.40, 1.20, 0.13], [-0.46, 0.05, 0.69], [0.38, -1.17, 1.13], [-1.39, -1.73, -1.01], [-1.09, -2.53, -0.10], [-0.19, -2.44, 0.94], [-1.25, 2.38, -0.57], [-0.24, 3.27, 0.71], [0.58, 0.77, -0.88], [1.24, 1.55, 0.77], [-0.95, -0.63, -0.20], [-1.07, 0.39, 1.53], [1.26, -1.02, 0.39], [0.48, -0.97, 2.24], [1.92, -0.81, -1.91], [1.45, -0.49, -2.40], [-1.52, -3.51, 0.07]]
}

{
  "formula": "C2FN3O4",
  "method": "ωB97M-V/def2-TZVPD",
  "relative_energy_kcal_mol": 0.6,
  "lumo_ev": -1.427,
  "homo_ha": -0.4468,
  "molar_mass_g_mol": 149.0,
  "spin_multiplicity": 1,
  "smiles": "N#CC(F)([N+](=O)[O-])[N+](=O)[O-]",
  "gap_ev": 10.7,
  "elements": ["N", "C", "C", "F", "N", "O", "O", "N", "O", "O"],
  "coordinates": [[0.79, -2.54, 0.13], [0.33, -1.49, 0.25], [-0.11, -0.18, 0.40], [-0.37, 0.26, 1.73], [-1.32, 0.22, -0.39], [-1.64, -0.65, -1.18], [-1.68, 1.31, -0.20], [1.13, 0.82, -0.15], [1.10, 1.02, -1.32], [1.77, 1.23, 0.72]]
}

{
  "formula": "C4H14N2O",
  "method": "ωB97M-V/def2-TZVPD",
  "relative_energy_kcal_mol": 53.1,
  "charge": -1,
  "lumo_ev": [4.008, 4.056],
  "homo_ha": [0.0466, -0.1862],
  "molar_mass_g_mol": 106.2,
  "spin_multiplicity": 2,
  "gap_ev": [2.7, 9.1],
  "elements": ["N", "C", "C", "N", "C", "C", "H", "H", "H", "H", "H", "H", "H", "H", "H", "H", "H", "H", "H", "H", "O"],
  "coordinates": [[-0.68, -1.88, -1.50], [-1.09, -1.32, -0.15], [0.13, -0.85, 0.71], [0.47, 0.60, 0.58], [1.76, 0.74, 1.18], [-0.51, 1.52, 1.35], [0.08, -1.41, -2.07], [-1.39, -2.26, -1.96], [-1.70, -2.07, 0.50], [-1.72, -0.43, -0.57], [0.91, -1.41, 0.25], [-0.09, -1.11, 1.79], [1.80, 0.23, 2.14], [2.49, 0.46, 0.38], [2.01, 1.79, 1.46], [-1.56, 1.25, 1.22], [-0.27, 2.40, 0.87], [-0.33, 1.69, 2.46], [-0.79, 1.03, -3.07], [0.49, 0.55, -2.38], [-0.02, 0.47, -3.20]]
}

| no. | E (eV) |
| --- | --- |
| 1 | -140278.3125 |
| 2 | -17869.4614 |
| 3 | -9909.9771 |
| 4 | -10383.8530 |
| 5 | -17443.6107 |
| 6 | -9399.2814 |